C8H28BO10SV | the ωB97M-V functional and the def2-TZVPD basis

Its spin multiplicity is 2. As for the total charge: -3. Its HOMO-LUMO gap (alpha / beta) is 0.093 / 0.125 hartree.

Structure (XYZ):
```
49
C8H28BO10SV the ωB97M-V functional and the def2-TZVPD basis
O 3.264 0.371 1.225
V 2.977 -0.977 0.385
O 3.984 -2.052 1.058
S 2.749 -1.999 -3.070
O 2.909 -1.343 -1.770
O 2.069 -1.023 -3.904
O 4.032 -2.398 -3.614
O 1.827 -3.165 -2.852
B 0.892 -1.739 0.962
H 1.573 -2.352 0.392
H 0.087 -2.297 1.413
H 1.525 -1.334 1.737
H 0.614 -0.937 0.295
C -0.553 -2.704 4.338
O 0.732 -2.612 3.826
H -1.054 -1.757 4.141
H -1.107 -3.456 3.776
H -0.601 -3.069 5.364
H 0.632 -2.105 3.017
C -1.759 -2.663 -1.186
O -0.518 -3.201 -1.258
H -1.969 -1.835 -1.863
H -2.476 -3.463 -1.372
H -1.925 -2.350 -0.155
H 0.007 -2.700 -0.629
C 1.709 3.392 -3.018
C 1.399 1.909 -2.716
C 0.558 1.708 -1.446
O 0.583 1.320 -3.724
H 2.329 3.502 -3.908
H 2.162 3.931 -2.186
H 0.719 3.747 -3.304
H 2.309 1.326 -2.578
H 1.191 1.543 -0.574
H 0.064 0.736 -1.443
H -0.168 2.485 -1.203
H -0.180 1.873 -3.544
C -3.000 3.386 1.651
C -2.603 2.006 1.214
C -1.516 1.195 1.986
O -3.674 1.144 1.412
H -2.267 4.151 1.394
H -3.338 3.364 2.687
H -3.821 3.846 1.100
H -2.304 1.976 0.167
H -0.558 1.712 1.933
H -1.331 0.282 1.420
H -1.654 1.023 3.054
H -4.518 1.600 1.370
```

Atomic partial charges in e from the Löwdin method, atoms 1 to 5: -0.60 0.67 -0.54 0.16 -0.46